ORCA calculation (ωB97M-V/def2-TZVPD) on a molecular structure, C35H47BrCrN4P2 at a distorted geometry.

Cartesian coordinates (Å):
N (7.950, -0.659, -3.016)
C (7.764, -1.188, -1.802)
C (6.576, -1.012, -1.074)
C (5.500, -0.263, -1.632)
C (5.746, 0.295, -2.907)
C (6.978, 0.079, -3.546)
C (4.208, -0.131, -0.954)
Cr (0.423, -0.154, -0.464)
P (-3.717, -1.089, -1.467)
C (3.014, 0.138, -1.594)
C (1.998, -0.872, -1.591)
C (0.841, -0.892, -2.480)
C (0.394, -2.186, -2.858)
C (0.430, -3.195, -1.904)
C (0.973, -2.901, -0.631)
C (1.862, -1.806, -0.479)
Br (-0.434, -4.788, -2.170)
H (4.216, -0.356, 0.121)
H (2.866, 0.977, -2.283)
H (6.495, -1.511, -0.109)
H (4.975, 0.854, -3.425)
H (8.593, -1.792, -1.413)
H (7.170, 0.510, -4.532)
H (0.717, -0.099, -3.206)
H (2.650, -1.810, 0.278)
H (0.076, -2.391, -3.884)
H (0.904, -3.637, 0.158)
P (-0.107, 2.356, -0.714)
C (-3.559, -2.920, -1.615)
C (-4.645, -3.596, -2.484)
H (-3.616, -3.350, -0.599)
H (-2.556, -3.136, -2.024)
H (-4.445, -4.677, -2.555)
H (-5.652, -3.492, -2.045)
H (-4.656, -3.187, -3.506)
C (-2.819, -0.431, -2.905)
C (-3.777, 0.245, -3.910)
H (-2.289, -1.260, -3.392)
H (-2.058, 0.293, -2.578)
H (-3.228, 0.716, -4.736)
H (-4.473, -0.477, -4.359)
H (-4.378, 1.037, -3.439)
C (-3.087, -0.682, 0.201)
C (-4.257, -0.369, 1.159)
H (-2.395, 0.179, 0.152)
H (-2.518, -1.555, 0.565)
H (-3.982, 0.372, 1.921)
H (-5.125, 0.036, 0.620)
H (-4.577, -1.269, 1.700)
C (-0.819, 3.254, 0.730)
C (-0.369, 4.693, 1.077)
H (-0.638, 2.585, 1.586)
H (-1.904, 3.257, 0.546)
H (0.554, 4.694, 1.682)
H (-0.235, 5.338, 0.191)
H (-1.154, 5.154, 1.698)
C (-1.238, 2.815, -2.098)
C (-0.729, 2.461, -3.490)
H (-1.419, 3.897, -2.026)
H (-2.206, 2.335, -1.893)
H (0.105, 3.119, -3.767)
H (-0.383, 1.421, -3.547)
H (-1.529, 2.586, -4.236)
C (1.414, 3.347, -1.001)
C (2.539, 3.252, 0.043)
H (1.089, 4.398, -1.077)
H (1.800, 3.068, -1.991)
H (2.755, 4.234, 0.496)
H (2.334, 2.555, 0.868)
H (3.473, 2.916, -0.429)
N (-2.895, -3.100, 9.158)
C (-2.488, -2.474, 8.257)
C (-1.973, -1.760, 7.121)
C (-1.022, -0.735, 7.262)
C (-0.474, -0.152, 6.113)
C (-0.828, -0.656, 4.860)
C (-1.857, -1.590, 4.703)
C (-2.426, -2.143, 5.849)
N (-0.073, -0.256, 3.748)
C (1.134, 0.464, 3.724)
C (1.499, 0.559, 2.420)
N (0.511, -0.052, 1.643)
C (-0.401, -0.549, 2.472)
H (-0.712, -0.398, 8.255)
H (0.231, 0.674, 6.200)
H (-2.175, -1.906, 3.711)
H (-3.220, -2.884, 5.756)
H (1.630, 0.807, 4.615)
H (2.395, 0.961, 1.974)
H (-1.266, -1.146, 2.200)

Properties
Net charge: +2
HOMO energy (alpha / beta) (eV): -12.32 / -12.32
Multiplicity: 5
Max |F| (eV/A): 3.06
HOMO-LUMO gap (alpha / beta) (eV): 5.00 / 5.12
Energy relative to the best compared isomer or geometry (same formula, charge and spin) (eV): 0.972

***

ORCA calculation (ωB97M-V/def2-TZVPD) on a molecular structure, C35H48AsKN3O2PS2 at a distorted geometry.

Cartesian coordinates (Å):
K (-0.212, -0.429, 0.192)
C (-3.848, -2.496, 1.656)
C (-3.782, -0.990, 1.626)
C (-3.792, -0.302, 0.417)
C (-3.750, 1.087, 0.371)
C (-3.691, 1.816, 1.551)
C (-3.676, 1.144, 2.768)
C (-3.723, -0.243, 2.801)
H (-4.821, -2.842, 2.013)
H (-3.087, -2.919, 2.315)
H (-3.693, -2.916, 0.661)
H (-3.836, -0.866, -0.510)
H (-3.759, 1.593, -0.588)
H (-3.650, 2.898, 1.525)
H (-3.625, 1.702, 3.695)
H (-3.708, -0.753, 3.759)
S (2.123, -0.305, -1.763)
C (1.893, 0.272, -3.423)
C (2.872, 0.099, -4.412)
C (2.701, 0.586, -5.699)
C (1.544, 1.276, -6.050)
C (0.558, 1.465, -5.093)
C (0.729, 0.965, -3.806)
As (-0.620, 1.112, -2.426)
C (0.136, 2.562, -1.327)
C (1.352, 3.179, -1.605)
C (1.815, 4.200, -0.786)
C (1.073, 4.610, 0.320)
C (-0.135, 3.992, 0.607)
C (-0.596, 2.968, -0.217)
C (-2.001, 2.160, -3.375)
C (-2.946, 1.446, -4.113)
C (-3.960, 2.102, -4.800)
C (-4.052, 3.488, -4.748)
C (-3.121, 4.206, -4.010)
C (-2.101, 3.548, -3.330)
H (3.782, -0.426, -4.145)
H (3.480, 0.430, -6.436)
H (1.414, 1.664, -7.052)
H (-0.345, 2.005, -5.349)
H (1.940, 2.855, -2.454)
H (2.761, 4.677, -1.010)
H (1.441, 5.406, 0.957)
H (-0.717, 4.292, 1.471)
H (-1.538, 2.486, 0.017)
H (-2.899, 0.364, -4.159)
H (-4.682, 1.530, -5.371)
H (-4.845, 4.002, -5.276)
H (-3.183, 5.287, -3.964)
H (-1.380, 4.127, -2.767)
C (3.102, 0.439, 5.039)
N (2.078, 0.824, 4.085)
C (1.685, 2.226, 4.142)
P (1.531, -0.188, 2.909)
O (0.523, 0.549, 2.096)
N (0.854, -1.576, 3.495)
C (1.603, -2.607, 4.192)
C (-0.567, -1.587, 3.819)
N (2.883, -0.765, 2.181)
C (3.909, 0.192, 1.735)
C (2.833, -1.949, 1.305)
H (2.724, 0.465, 6.065)
H (3.957, 1.122, 4.978)
H (3.472, -0.564, 4.836)
H (1.241, 2.463, 5.114)
H (0.962, 2.442, 3.361)
H (2.559, 2.872, 4.002)
H (2.650, -2.607, 3.898)
H (1.187, -3.589, 3.947)
H (1.546, -2.482, 5.281)
H (-1.074, -0.748, 3.350)
H (-0.722, -1.529, 4.903)
H (-1.021, -2.511, 3.451)
H (3.913, 1.074, 2.374)
H (3.723, 0.494, 0.702)
H (4.893, -0.276, 1.798)
H (1.898, -2.492, 1.442)
H (3.661, -2.622, 1.546)
H (2.924, -1.655, 0.258)
O (-0.666, -2.641, 0.310)
S (-1.010, -3.626, -0.809)
C (-0.479, -5.241, -0.229)
C (1.024, -5.300, -0.491)
C (1.175, -4.802, -1.927)
C (0.308, -3.544, -2.045)
H (-1.021, -5.995, -0.806)
H (-0.795, -5.293, 0.812)
H (1.427, -6.302, -0.345)
H (1.537, -4.631, 0.204)
H (0.816, -5.571, -2.614)
H (2.206, -4.576, -2.198)
H (-0.148, -3.390, -3.022)
H (0.856, -2.621, -1.803)

Properties
Net charge: 0
HOMO energy (eV): -6.42
Max |F| (eV/A): 2.44
HOMO-LUMO gap (eV): 6.55
Energy relative to the best compared isomer or geometry (same formula, charge and spin) (eV): 0.376

***

ORCA calculation (ωB97M-V/def2-TZVPD) on a molecular structure, C35H48BCl3F4MoN3O3S2 at a distorted geometry.

Cartesian coordinates (Å):
Mo (0.154, -1.144, 1.533)
Cl (0.959, -8.318, 3.308)
C (1.033, -6.654, 2.846)
C (-0.134, -5.913, 2.797)
C (-0.054, -4.586, 2.416)
Cl (-1.491, -3.622, 2.416)
C (1.156, -3.984, 2.066)
O (1.263, -2.698, 1.703)
C (2.317, -4.756, 2.172)
Cl (3.849, -4.029, 1.880)
C (2.259, -6.086, 2.550)
H (-1.084, -6.354, 3.061)
H (3.167, -6.666, 2.626)
C (-0.674, 2.414, 4.253)
C (-1.666, 1.567, 3.518)
C (-3.013, 1.528, 3.856)
C (-3.914, 0.700, 3.183)
C (-5.358, 0.645, 3.598)
C (-3.481, -0.097, 2.126)
C (-2.157, -0.018, 1.705)
C (-1.280, 0.797, 2.426)
N (-1.518, -0.810, 0.696)
C (-2.134, -1.253, -0.612)
C (-2.231, -2.772, -0.677)
C (-3.513, -0.640, -0.859)
C (-1.206, -0.765, -1.714)
H (-1.167, 3.021, 5.011)
H (-0.153, 3.087, 3.567)
H (0.075, 1.792, 4.746)
H (-3.374, 2.140, 4.674)
H (-5.557, 1.316, 4.432)
H (-5.633, -0.365, 3.905)
H (-6.012, 0.926, 2.772)
H (-4.185, -0.763, 1.654)
H (-0.229, 0.937, 2.126)
H (-2.939, -3.172, 0.046)
H (-1.260, -3.245, -0.506)
H (-2.567, -3.054, -1.676)
H (-4.295, -1.102, -0.262)
H (-3.769, -0.818, -1.904)
H (-3.517, 0.439, -0.698)
H (-0.231, -1.248, -1.622)
H (-1.082, 0.317, -1.683)
H (-1.616, -1.037, -2.687)
C (1.833, -3.978, -2.358)
C (3.169, -3.368, -1.954)
C (3.006, -2.150, -1.059)
N (2.402, -1.065, -1.846)
C (1.822, 0.026, -1.400)
S (1.663, 0.315, 0.332)
N (1.406, 0.990, -2.219)
C (1.384, 0.948, -3.652)
O (0.391, 1.318, -4.216)
C (2.607, 0.477, -4.349)
C (2.456, -0.190, -5.564)
C (3.579, -0.626, -6.248)
C (4.844, -0.375, -5.734)
C (4.996, 0.306, -4.532)
C (3.877, 0.725, -3.831)
H (1.969, -4.836, -3.016)
H (1.194, -3.264, -2.887)
H (1.284, -4.319, -1.476)
H (3.763, -3.101, -2.836)
H (3.761, -4.101, -1.405)
H (3.961, -1.803, -0.662)
H (2.362, -2.380, -0.219)
H (2.529, -1.139, -2.846)
H (0.827, 1.763, -1.815)
H (1.461, -0.353, -5.959)
H (3.469, -1.152, -7.187)
H (5.721, -0.707, -6.276)
H (5.985, 0.512, -4.146)
H (3.988, 1.256, -2.893)
F (0.908, -0.118, 5.271)
B (1.174, -0.997, 4.272)
F (-0.083, -1.530, 3.698)
F (2.020, -2.014, 4.572)
F (1.638, -0.264, 3.074)
C (-4.347, 4.611, 0.240)
C (-3.172, 3.666, 0.033)
C (-1.850, 4.343, 0.362)
S (-0.499, 3.164, 0.232)
O (-0.384, 2.845, -1.239)
C (0.908, 4.242, 0.679)
C (1.735, 4.682, -0.523)
C (1.051, 5.743, -1.373)
H (-5.291, 4.122, -0.001)
H (-4.260, 5.493, -0.397)
H (-4.404, 4.953, 1.276)
H (-3.141, 3.314, -1.000)
H (-3.282, 2.780, 0.669)
H (-1.835, 4.699, 1.398)
H (-1.637, 5.185, -0.301)
H (1.507, 3.663, 1.384)
H (0.503, 5.108, 1.207)
H (1.976, 3.809, -1.134)
H (2.683, 5.059, -0.134)
H (0.156, 5.345, -1.852)
H (1.717, 6.101, -2.159)
H (0.767, 6.608, -0.767)

Properties
Net charge: +1
HOMO energy (alpha / beta) (eV): -10.83 / -11.03
Multiplicity: 3
Max |F| (eV/A): 1.26
HOMO-LUMO gap (alpha / beta) (eV): 6.63 / 7.34
Energy relative to the best compared isomer or geometry (same formula, charge and spin) (eV): 0.355

***

ORCA calculation (ωB97M-V/def2-TZVPD) on a molecular structure, C35H48CoN3O6P2S.

Cartesian coordinates (Å):
Co (0.233, -0.150, 0.097)
C (-4.767, -0.649, 3.711)
C (-3.757, -1.230, 2.753)
C (-3.847, -2.734, 2.617)
O (-4.014, -0.579, 1.457)
P (-3.093, -0.725, 0.214)
O (-1.639, -0.888, 0.558)
C (-3.318, 0.839, -0.659)
P (-2.119, 2.030, -0.023)
O (-0.716, 1.584, -0.325)
O (-2.418, 3.455, -0.556)
C (-2.569, 3.951, -1.940)
C (-1.518, 3.359, -2.854)
C (-3.987, 3.723, -2.414)
O (-2.462, 2.052, 1.489)
C (-1.823, 2.776, 2.601)
C (-0.684, 1.920, 3.115)
C (-1.391, 4.172, 2.212)
O (-3.699, -1.916, -0.577)
C (-3.642, -2.309, -1.994)
C (-2.254, -2.114, -2.559)
C (-4.737, -1.605, -2.766)
H (-4.551, -0.994, 4.722)
H (-5.775, -0.967, 3.441)
H (-4.729, 0.441, 3.699)
H (-2.747, -0.937, 3.052)
H (-4.853, -3.027, 2.317)
H (-3.625, -3.194, 3.581)
H (-3.138, -3.118, 1.880)
H (-4.333, 1.202, -0.495)
H (-3.137, 0.693, -1.724)
H (-2.395, 5.017, -1.826)
H (-1.659, 2.280, -2.974)
H (-0.514, 3.538, -2.468)
H (-1.599, 3.819, -3.838)
H (-4.175, 2.670, -2.637)
H (-4.154, 4.294, -3.327)
H (-4.705, 4.062, -1.667)
H (-2.617, 2.825, 3.340)
H (0.070, 1.784, 2.333)
H (-1.049, 0.944, 3.444)
H (-0.211, 2.411, 3.965)
H (-0.576, 4.144, 1.484)
H (-1.037, 4.686, 3.105)
H (-2.218, 4.743, 1.792)
H (-3.861, -3.372, -1.952)
H (-1.969, -1.056, -2.574)
H (-2.227, -2.479, -3.587)
H (-1.515, -2.663, -1.976)
H (-4.497, -0.556, -2.951)
H (-5.680, -1.661, -2.223)
H (-4.871, -2.093, -3.732)
N (0.697, -1.435, 1.718)
C (0.506, -2.851, 1.408)
C (-0.082, -3.649, 2.377)
C (-0.233, -5.011, 2.182)
C (0.213, -5.579, 1.000)
C (0.780, -4.776, 0.026)
C (0.934, -3.398, 0.200)
C (1.458, -2.606, -0.952)
C (2.485, -3.104, -1.759)
C (2.833, -2.478, -2.948)
C (2.158, -1.340, -3.379)
C (1.162, -0.802, -2.579)
C (0.893, -1.410, -1.365)
H (0.065, -1.202, 2.479)
H (1.637, -1.287, 2.072)
H (-0.412, -3.197, 3.308)
H (-0.685, -5.620, 2.953)
H (0.114, -6.642, 0.830)
H (1.080, -5.218, -0.917)
H (3.004, -4.003, -1.450)
H (3.626, -2.895, -3.556)
H (2.400, -0.876, -4.327)
H (0.637, 0.095, -2.894)
S (5.963, 2.686, -1.366)
C (4.502, 1.978, -0.741)
C (4.436, 0.938, 0.190)
C (3.203, 0.468, 0.580)
N (2.039, 0.948, 0.118)
C (2.109, 1.960, -0.766)
C (3.289, 2.495, -1.212)
C (7.228, 1.911, -0.390)
C (7.829, 2.646, 0.618)
C (8.864, 2.046, 1.330)
N (9.295, 0.809, 1.092)
C (8.710, 0.123, 0.110)
C (7.677, 0.630, -0.668)
H (5.328, 0.499, 0.613)
H (3.163, -0.334, 1.305)
H (1.161, 2.359, -1.103)
H (3.278, 3.318, -1.915)
H (7.510, 3.655, 0.842)
H (9.365, 2.586, 2.124)
H (9.090, -0.876, -0.071)
H (7.256, 0.046, -1.476)

Properties
Net charge: +2
HOMO energy (alpha / beta) (eV): -13.49 / -13.45
Multiplicity: 5
Max |F| (eV/A): 0.64
HOMO-LUMO gap (alpha / beta) (eV): 8.93 / 6.39
Energy relative to the best compared isomer or geometry (same formula, charge and spin) (eV): 0.000

***

ORCA calculation (ωB97M-V/def2-TZVPD) on 7 unconnected molecules or ions with the total composition C35H48FNO21 at a distorted geometry.

Cartesian coordinates (Å):
C (1.066, -1.901, -1.099)
C (0.763, -1.901, -2.709)
F (-0.117, -3.070, -3.046)
C (0.255, -0.476, -3.331)
C (-0.650, 0.452, -2.334)
O (-0.209, 1.885, -2.283)
C (-1.263, 2.463, -1.403)
O (-1.078, 3.191, -0.283)
O (-2.499, 1.992, -2.057)
C (-2.232, 0.720, -2.806)
C (-2.963, -0.646, -2.267)
C (-3.114, -2.052, -3.140)
C (-3.806, -3.432, -2.630)
N (-4.405, -3.509, -1.268)
C (-4.280, -2.283, -0.430)
C (-3.635, -0.821, -0.744)
H (2.138, -2.391, -0.941)
H (1.113, -0.845, -0.598)
H (0.300, -2.644, -0.603)
H (1.804, -2.144, -3.241)
H (-0.444, -0.749, -4.260)
H (1.164, 0.126, -3.817)
H (-0.806, 0.159, -1.213)
H (-2.406, 1.004, -3.935)
H (-2.640, -2.057, -4.230)
H (-3.819, -4.368, -3.365)
H (-4.736, -2.385, 0.671)
H (-3.600, 0.055, 0.048)
C (4.807, -5.410, 1.388)
C (4.249, -4.245, 2.179)
C (3.361, -4.662, 3.312)
O (2.512, -3.538, 3.463)
C (2.436, -2.948, 2.232)
O (1.635, -2.079, 1.931)
O (3.373, -3.465, 1.381)
H (5.345, -5.049, 0.505)
H (5.489, -6.010, 1.996)
H (4.003, -6.057, 1.019)
H (5.064, -3.595, 2.521)
H (3.918, -4.854, 4.233)
H (2.739, -5.534, 3.081)
C (4.356, 2.458, -7.109)
C (4.095, 1.288, -6.182)
C (5.298, 0.424, -5.957)
O (4.718, -0.832, -5.653)
C (3.511, -0.861, -6.295)
O (2.825, -1.860, -6.432)
O (3.176, 0.379, -6.765)
H (3.422, 2.982, -7.335)
H (5.059, 3.167, -6.661)
H (4.764, 2.119, -8.068)
H (3.666, 1.643, -5.237)
H (5.917, 0.776, -5.127)
H (5.926, 0.307, -6.847)
C (-0.651, -1.970, 4.280)
C (-1.762, -2.804, 4.884)
C (-1.307, -4.152, 5.358)
O (-2.491, -4.923, 5.264)
C (-3.238, -4.358, 4.268)
O (-4.223, -4.873, 3.767)
O (-2.731, -3.141, 3.904)
H (-1.058, -1.052, 3.842)
H (0.095, -1.701, 5.033)
H (-0.151, -2.508, 3.467)
H (-2.267, -2.243, 5.680)
H (-0.937, -4.131, 6.387)
H (-0.547, -4.608, 4.714)
C (2.817, 2.323, -0.019)
C (3.586, 1.529, -1.056)
C (4.898, 1.005, -0.555)
O (5.657, 0.899, -1.746)
C (5.162, 1.844, -2.601)
O (5.701, 2.185, -3.640)
O (3.985, 2.360, -2.134)
H (1.931, 2.782, -0.470)
H (2.500, 1.685, 0.811)
H (3.424, 3.143, 0.380)
H (2.957, 0.727, -1.462)
H (4.802, 0.031, -0.068)
H (5.414, 1.695, 0.122)
C (-0.682, 5.991, 0.647)
C (-1.413, 6.366, 1.920)
C (-2.792, 6.905, 1.681)
O (-2.997, 7.729, 2.815)
C (-1.758, 8.153, 3.209)
O (-1.559, 9.040, 4.021)
O (-0.773, 7.454, 2.568)
H (0.356, 5.721, 0.868)
H (-1.167, 5.148, 0.147)
H (-0.643, 6.836, -0.049)
H (-1.424, 5.518, 2.615)
H (-3.547, 6.116, 1.633)
H (-2.868, 7.529, 0.784)
C (-7.321, 0.971, 2.916)
C (-5.923, 0.449, 2.655)
C (-5.692, -0.933, 3.187)
O (-4.293, -0.943, 3.411)
C (-3.937, 0.352, 3.665)
O (-2.853, 0.696, 4.104)
O (-4.959, 1.210, 3.365)
H (-7.398, 2.022, 2.619)
H (-8.068, 0.393, 2.365)
H (-7.564, 0.931, 3.984)
H (-5.687, 0.517, 1.586)
H (-5.977, -1.710, 2.472)
H (-6.195, -1.124, 4.142)

Properties
Net charge: 0
HOMO energy (eV): -9.14
Max |F| (eV/A): 10.03
HOMO-LUMO gap (eV): 8.66
SMILES: C[C@@H](F)C[C@H]1OC(=O)O[C@@H]1c1ccncc1.C[C@@H]1COC(=O)O1.C[C@@H]1COC(=O)O1.C[C@@H]1COC(=O)O1.C[C@@H]1COC(=O)O1.C[C@@H]1COC(=O)O1.C[C@@H]1COC(=O)O1

***

Q: Look up the net charge of the fourth one.
A: +2